Entry 1:
This record from the OMol25 dataset describes a cluster of 4 separate species, C25H55Cl2FN2O3P in total. The level of theory is the ωB97M-V functional and the def2-TZVPD basis.

Structure (XYZ):
```
89
Properties=species:S:1:pos:R:3:forces:R:3
C 2.64070 -0.65839 3.12240 0.08 -0.15 0.00
C 3.45471 0.57312 2.73418 0.02 0.19 -0.08
Cl 5.11850 0.48602 3.38691 -0.03 -0.11 -0.01
C 3.60487 0.79116 1.22131 -0.02 0.09 0.05
C 2.33948 1.09954 0.50014 0.02 -0.12 0.06
N 1.23317 0.46476 0.64352 -0.10 -0.04 -0.22
C 0.10126 0.91434 -0.22311 0.04 0.06 -0.04
C -0.77467 1.88923 0.60713 0.07 0.03 -0.03
C -1.39809 1.45735 1.94825 0.07 -0.03 -0.03
C -2.85239 0.93043 1.98089 -0.04 -0.08 0.02
C -3.69103 1.08086 0.71106 0.07 -0.05 -0.01
N -5.09879 0.81654 1.00672 0.01 -0.02 -0.13
P -0.82805 -0.54192 -1.02337 0.09 0.00 0.11
C -1.13820 -1.56828 0.49694 0.04 0.04 -0.03
C 0.51284 -1.59289 -1.74086 -0.05 0.20 -0.10
C 0.92895 1.75513 -1.26384 -0.18 -0.13 0.11
F 1.36962 0.93696 -2.27638 -0.01 0.06 0.08
Cl 0.05725 3.08396 -2.00686 0.03 -0.03 -0.05
C 2.16389 2.20093 -0.48854 -0.01 0.08 0.02
H 3.06411 -1.13397 4.00438 -0.07 0.07 0.04
H 2.65159 -1.41410 2.33067 0.05 0.00 0.04
H 1.60871 -0.39512 3.36647 0.00 0.01 -0.04
H 3.02607 1.47349 3.17511 -0.02 -0.05 0.05
H 4.04605 -0.10800 0.77650 -0.03 0.02 -0.06
H 4.29543 1.61109 1.03060 0.05 -0.03 0.05
H 1.12333 -0.31762 1.28037 -0.01 0.04 -0.02
H -1.52815 2.29551 -0.06337 -0.04 -0.08 0.01
H -0.11357 2.73159 0.84031 -0.06 0.02 -0.06
H -1.36934 2.34554 2.58046 0.04 0.03 -0.06
H -0.72241 0.75388 2.44831 -0.06 0.00 0.07
H -3.40325 1.46253 2.75683 0.09 -0.01 0.05
H -2.86365 -0.11607 2.29140 -0.06 -0.04 -0.07
H -3.31194 0.41465 -0.07400 0.06 0.07 -0.08
H -3.59364 2.09724 0.32111 -0.05 0.03 0.06
H -5.68925 1.42464 0.45233 0.03 -0.02 0.05
H -5.35151 -0.11847 0.70539 -0.03 0.04 0.06
H -0.47739 -2.43406 0.47832 -0.04 -0.03 0.02
H -2.16951 -1.91893 0.47637 0.02 -0.03 0.05
H -0.99588 -1.05031 1.44280 -0.07 0.08 0.00
H 0.62955 -1.35803 -2.79674 0.03 -0.03 0.02
H 1.48694 -1.48787 -1.25912 -0.02 -0.03 0.09
H 0.18738 -2.63176 -1.64984 -0.05 0.03 -0.06
H 1.96381 3.11766 0.07657 0.07 0.01 -0.07
H 3.02486 2.38250 -1.13064 0.00 -0.08 0.01
C -5.12965 -0.58076 -3.51717 0.00 0.03 0.02
C -5.75320 -1.44207 -2.43309 0.01 -0.01 -0.01
O -6.45723 -0.70927 -1.44347 0.06 -0.02 0.04
C -7.56425 0.05478 -1.90315 -0.03 0.02 0.01
C -8.65186 -0.76669 -2.56991 0.01 -0.03 0.01
H -4.46626 0.16821 -3.08051 0.00 0.00 0.00
H -4.54601 -1.20784 -4.19239 0.01 0.00 0.01
H -5.88099 -0.06608 -4.11641 0.00 -0.02 -0.01
H -4.97103 -1.96613 -1.88100 0.01 -0.02 -0.01
H -6.39705 -2.20816 -2.87752 -0.02 0.02 0.00
H -7.22699 0.85499 -2.57166 0.02 -0.02 -0.01
H -7.95828 0.52999 -1.00409 -0.01 0.01 -0.01
H -8.30976 -1.23055 -3.49554 0.00 0.02 -0.01
H -9.49409 -0.12083 -2.81970 -0.01 0.00 0.01
H -9.00575 -1.55160 -1.90088 0.00 0.00 -0.01
C 1.98219 -6.49536 -2.20620 -0.04 0.00 -0.02
C 1.48669 -5.12350 -1.78755 0.06 -0.03 -0.02
O 0.07895 -4.96004 -1.87107 -0.01 0.02 0.02
C -0.69974 -5.84116 -1.07213 -0.08 0.04 0.02
C -0.47363 -5.65091 0.41501 0.04 0.10 0.17
H 1.64881 -6.73031 -3.21715 0.00 -0.01 0.00
H 3.07242 -6.51149 -2.18973 0.00 0.01 -0.01
H 1.63315 -7.28190 -1.53690 0.02 0.01 0.01
H 1.88829 -4.36428 -2.46041 0.03 0.00 0.00
H 1.84535 -4.88509 -0.77766 -0.03 -0.01 0.01
H -0.53868 -6.88369 -1.36173 0.05 0.03 -0.02
H -1.73113 -5.59444 -1.32422 -0.01 -0.04 0.00
H 0.54080 -5.90613 0.72391 0.00 -0.05 -0.04
H -1.15537 -6.26789 1.00086 -0.03 -0.05 -0.08
H -0.65577 -4.60931 0.68939 0.00 -0.03 0.01
C 4.74447 4.31219 2.78334 -0.07 0.03 -0.07
C 4.98271 4.26391 1.28258 0.00 -0.02 -0.02
O 5.22937 5.50905 0.67759 -0.02 0.00 0.00
C 6.37950 6.21032 1.14184 0.02 0.04 0.00
C 7.68275 5.46012 0.94192 -0.02 -0.02 -0.02
H 3.92982 4.99700 3.02235 0.01 0.01 0.01
H 4.48135 3.31177 3.13289 0.02 0.03 0.09
H 5.63005 4.62568 3.33442 0.02 -0.03 -0.01
H 4.07689 3.90468 0.78230 0.03 -0.01 0.02
H 5.78456 3.54726 1.05453 0.02 0.03 0.00
H 6.25522 6.49239 2.19269 -0.02 -0.03 0.00
H 6.38310 7.13102 0.56055 0.01 0.00 0.01
H 7.73321 4.54747 1.53792 0.01 0.01 0.02
H 8.51571 6.09332 1.24757 0.00 0.01 -0.01
H 7.81907 5.19646 -0.10748 0.00 0.00 0.00
```
Positions in Å, forces in eV/Å.

Calculated values
Strongest force on any atom   0.2 eV Å⁻¹
Charge   +1
Highest occupied orbital energy   -11.2185 eV
Lowest unoccupied orbital energy   -3.82 eV
Orbital gap   7.395 eV

Results of the Löwdin charge analysis, in e, for atoms 1 through 6: atom 1 (C): -0.11, atom 2 (C): -0.71, atom 3 (Cl): 0.67, atom 4 (C): -0.14, atom 5 (C): -0.14, atom 6 (N): 0.18



Entry 2:
This record from the OMol25 dataset describes a structure of composition C25H55FeNO2Si2 in a non-equilibrium geometry. The level of theory is the ωB97M-V functional and the def2-TZVPD basis.

Structure (XYZ):
```
86
Properties=species:S:1:pos:R:3:forces:R:3
O -1.51071 1.10232 0.89775 0.32 -0.04 0.72
O 0.28953 2.31476 -3.68584 0.03 0.94 -0.28
C -2.62623 0.54139 0.18984 0.31 -0.13 -0.24
C -3.91111 0.48168 0.98528 -0.44 0.24 0.07
H -2.32251 -0.48099 -0.07482 0.05 0.48 -0.01
H -2.76133 1.13271 -0.73082 -0.09 -0.31 0.14
H -3.79638 0.03672 1.98107 0.21 0.13 -0.21
H -4.62250 -0.14406 0.44155 0.02 0.04 -0.03
H -4.37183 1.47474 1.08541 0.05 -0.29 0.08
C -1.75627 2.41107 1.46714 -0.15 -0.53 -0.30
C -1.79760 3.42858 0.34236 -0.19 -0.04 0.03
H -0.95539 2.61950 2.18148 -0.11 -0.24 -0.24
H -2.69736 2.37044 2.03972 0.36 0.17 -0.16
H -0.95247 3.27514 -0.34102 -0.13 0.07 0.19
H -1.76006 4.43788 0.74962 -0.04 0.09 -0.08
H -2.72571 3.31258 -0.23009 0.19 0.18 0.03
C 1.57127 2.90046 -4.01168 -0.32 -0.38 -0.08
C -0.80302 2.73735 -4.52813 0.29 -0.31 0.11
C 1.94455 4.09024 -3.13643 -0.13 0.08 0.00
H 1.57625 3.21210 -5.07539 0.08 -0.29 0.36
H 2.31644 2.09564 -3.85961 -0.37 0.32 -0.23
H 1.25841 4.93125 -3.29033 0.10 -0.21 0.17
H 2.94540 4.43836 -3.40555 -0.01 -0.06 -0.02
H 1.96751 3.81641 -2.07493 -0.14 0.04 -0.21
C -1.03488 4.24148 -4.63351 0.05 0.06 -0.02
H -1.70507 2.26712 -4.10439 0.43 0.00 -0.13
H -0.62550 2.31755 -5.53774 -0.19 0.15 0.27
H -1.15090 4.72189 -3.65311 0.16 -0.19 -0.17
H -1.96566 4.42168 -5.18103 0.11 -0.10 -0.02
H -0.23031 4.72845 -5.19849 -0.15 0.01 0.23
H 0.61861 0.27790 -2.67730 0.25 -0.93 -0.54
Fe 0.13941 -0.45290 1.84833 -1.65 0.91 0.71
C 1.22341 -0.65385 -2.80599 0.51 0.33 -0.17
Si 1.04177 -1.75551 -4.35405 -0.38 -0.01 -0.20
H 2.27463 -0.31943 -2.82382 -0.13 -0.05 0.23
H 1.10283 -1.26012 -1.90638 -0.02 -0.08 0.05
C -0.78129 -1.86078 -4.77190 -0.17 0.04 -0.02
C 1.69359 -3.51268 -4.10549 0.11 -0.16 0.30
C 1.95576 -1.10658 -5.87405 0.09 0.39 -0.03
C -0.90288 -2.06888 1.38195 0.12 -0.76 -1.20
Si -0.44532 -3.62082 2.32020 -0.43 0.51 -0.53
H -0.71611 -2.15755 0.28090 -0.28 -0.54 0.49
H -1.99377 -1.94027 1.50236 0.36 0.28 0.13
C 0.32678 -4.82672 1.10414 0.11 -0.19 0.13
C -1.99946 -4.39945 3.05199 -0.01 -0.13 0.07
C 0.73862 -3.32878 3.75136 0.03 -0.13 0.11
H 1.82927 -1.75821 -6.74926 -0.11 -0.01 0.28
H 3.03700 -1.01986 -5.71072 -0.14 0.01 0.07
H 1.59098 -0.11387 -6.16963 0.06 -0.10 0.08
H -1.31526 -2.44315 -4.01176 0.02 0.11 -0.08
H -0.96205 -2.33301 -5.74371 0.04 0.03 0.11
H -1.21664 -0.85321 -4.79687 0.02 -0.17 0.00
H 1.39149 -3.93704 -3.14068 0.02 0.08 -0.07
H 2.78838 -3.56413 -4.14955 -0.12 0.11 0.06
H 1.32860 -4.21042 -4.87392 -0.04 0.35 0.06
H -2.85812 -4.30645 2.37153 0.22 -0.06 0.15
H -2.26720 -3.93268 4.01156 0.04 -0.11 -0.23
H -1.81015 -5.46882 3.22640 -0.17 0.20 0.07
H 0.34450 -2.58287 4.45861 0.10 -0.27 -0.21
H 1.72280 -2.98737 3.39802 -0.14 -0.13 0.10
H 0.87134 -4.28385 4.28059 0.12 0.23 -0.01
H 0.42685 -5.81376 1.57483 0.12 0.09 -0.21
H 1.32259 -4.47538 0.80004 -0.16 -0.14 -0.01
H -0.29855 -4.92294 0.20589 0.14 0.00 0.22
C 1.63162 2.15392 2.55200 0.14 -0.07 -0.14
N 1.81764 0.69021 2.43688 0.74 -0.20 0.10
C 2.85138 0.37424 1.43306 0.06 0.23 0.27
C 2.11576 0.10668 3.79316 0.11 0.42 -0.56
C 0.82636 0.10414 4.56104 -0.07 0.22 1.39
C 0.82706 0.27181 5.94886 0.04 0.06 -0.36
C -0.39176 0.28738 6.63149 0.34 -0.20 0.37
C -1.57556 0.08329 5.93425 -0.81 -0.03 -0.89
C -1.56204 -0.08988 4.52006 0.55 0.02 1.52
C -0.34697 -0.07433 3.84350 -0.30 0.17 -0.86
H 1.32902 2.53596 1.56341 0.12 -0.02 0.37
H 2.58522 2.63953 2.85676 -0.43 -0.21 -0.15
H 0.85081 2.39641 3.29324 0.41 -0.29 -0.31
H 3.83950 0.74875 1.76013 -0.15 -0.20 -0.23
H 2.87748 -0.71744 1.28370 0.18 0.39 0.05
H 2.56480 0.85503 0.48600 0.21 -0.19 0.24
H 2.50371 -0.91721 3.68415 -0.08 0.24 -0.25
H 2.90111 0.69985 4.28628 -0.07 -0.06 -0.04
H 1.78645 0.39960 6.45804 -0.35 0.02 0.12
H -0.39827 0.42162 7.72152 -0.07 -0.05 -0.51
H -2.53865 0.06815 6.47088 0.55 0.03 -0.22
H -2.48363 -0.27872 3.96967 0.03 0.09 0.22
```
Positions in Å, forces in eV/Å.

Calculated values
Energy above the lowest of the compared OMol25 structures with the same formula, charge and spin   0.9 kJ/mol
Strongest force on any atom   2.0 eV Å⁻¹
Expectation value of S²   6.022
Highest occupied orbital energy (alpha / beta)   -6.2280 / -7.5358 eV
Lowest unoccupied orbital energy (alpha / beta)   0.52 / 0.44 eV
2S+1   5
Orbital gap (alpha / beta)   6.748 / 7.974 eV

Results of the Löwdin charge analysis, in e, for atoms 1 through 6: atom 1 (O): -0.25, atom 2 (O): -0.21, atom 3 (C): -0.26, atom 4 (C): -0.07, atom 5 (H): 0.09, atom 6 (H): 0.12